Record 1
Below is a structure of composition C36H49As2Ge2OSZr, with properties calculated with the ωB97M-V functional and the def2-TZVPD basis.

XYZ file:
```
92
Properties=species:S:1:pos:R:3:lowdin_charge:R:1
Zr 1.38749 -0.20026 -0.17011 1.103
C 1.24697 -2.89146 -2.99323 -0.102
C 1.28730 -1.86259 -1.85590 -0.455
Ge -0.67514 -1.82387 -1.11409 0.863
C -1.80289 -0.97653 -2.46380 -0.346
C -2.65928 -2.01551 -3.19350 -0.143
C -1.12545 -3.56165 -0.46822 -0.216
C -1.28413 -3.53020 0.86809 -0.343
Ge -0.72803 -1.77410 1.53627 0.933
C -1.91753 -0.43260 2.31294 -0.345
C -1.92092 -0.44972 3.84499 -0.145
C 1.06771 -1.83842 2.37921 -0.407
C 1.21630 -3.11390 3.22858 -0.121
C -1.77252 -4.58929 1.75140 -0.253
C -1.95761 -5.89828 1.29649 -0.013
C -2.43180 -6.87074 2.15753 -0.038
C -2.73190 -6.55248 3.47768 -0.035
C -2.55494 -5.25705 3.94341 -0.042
C -2.07405 -4.28850 3.08072 -0.056
H 2.23301 -2.98823 -3.44777 0.090
H 0.54734 -2.58671 -3.77119 0.086
H 0.94337 -3.86998 -2.62304 0.089
H 1.62951 -0.89767 -2.30451 0.065
H 2.01922 -2.22833 -1.10504 0.028
H -1.15550 -0.41752 -3.14204 0.072
H -2.41886 -0.23901 -1.94630 0.056
H -2.04382 -2.73597 -3.73384 0.071
H -3.30436 -1.52360 -3.92048 0.088
H -3.29790 -2.56789 -2.50415 0.078
H -1.38239 -4.41690 -1.08575 0.079
H -2.91441 -0.58371 1.89814 0.079
H -1.56485 0.53504 1.94339 0.050
H -2.38821 -1.34805 4.24490 0.066
H -2.48634 0.40161 4.22226 0.087
H -0.91183 -0.38804 4.25907 0.065
H 1.20056 -0.94889 2.99294 0.025
H 1.88109 -1.84953 1.63009 -0.019
H 0.48047 -3.13281 4.03094 0.078
H 2.20733 -3.14119 3.68131 0.085
H 1.08145 -4.01805 2.63551 0.082
H -1.72377 -6.16173 0.27290 0.114
H -2.56936 -7.88170 1.79930 0.121
H -3.10507 -7.31889 4.14345 0.122
H -2.79379 -5.00819 4.96835 0.119
H -1.94545 -3.26901 3.43491 0.072
C 3.32920 1.27590 3.37075 -0.251
As 2.24148 1.54052 1.78843 1.111
C 1.31124 3.17567 2.20152 -0.251
C 3.29319 1.98722 0.18488 -0.448
C 3.24808 3.29740 -0.28909 -0.085
C 3.76789 3.62047 -1.53254 -0.014
C 4.31326 2.63299 -2.34533 -0.018
C 4.38237 1.32791 -1.88799 -0.074
C 3.89527 0.98745 -0.62025 -0.497
As 4.15165 -0.79250 0.11008 1.125
C 4.94686 -1.80143 -1.33578 -0.255
C 5.61422 -0.57494 1.36228 -0.222
H 4.16350 1.97453 3.38372 0.057
H 3.68224 0.25130 3.44899 0.022
H 2.67526 1.48524 4.21758 0.050
H 2.03059 3.94299 2.48502 0.058
H 0.65693 2.97451 3.04881 0.047
H 0.71179 3.50296 1.35574 0.036
H 2.80652 4.08119 0.31053 0.103
H 3.74198 4.64788 -1.87136 0.130
H 4.70871 2.88195 -3.32097 0.130
H 4.85251 0.57681 -2.50959 0.105
H 4.29976 -1.82477 -2.21035 0.026
H 5.09959 -2.82041 -0.98164 0.054
H 5.91098 -1.36987 -1.59931 0.056
H 6.51721 -0.39263 0.78225 0.059
H 5.72538 -1.48088 1.95372 0.052
H 5.42441 0.27836 2.00469 0.015
C -6.75952 7.17018 -2.98623 -0.055
C -5.81446 6.13491 -2.46297 -0.670
O -5.97341 5.43212 -1.51534 0.064
S -4.27958 6.13521 -3.47467 1.095
C -3.21804 4.94899 -2.77828 -0.480
C -1.86666 5.09901 -3.14830 -0.083
C -0.92003 4.21056 -2.71135 0.000
C -1.30383 3.12833 -1.88940 -0.245
C -2.65980 2.97410 -1.53152 -0.001
C -3.60696 3.86550 -1.97080 -0.037
C -0.35610 2.20980 -1.44848 -0.044
C 0.48085 1.37746 -1.06508 -0.212
H -7.69931 7.09813 -2.44502 0.101
H -6.92618 7.03700 -4.05547 0.093
H -6.33093 8.16360 -2.84021 0.099
H -1.57306 5.92857 -3.77810 0.117
H 0.11617 4.33370 -2.99614 0.125
H -2.95848 2.14193 -0.90688 0.118
H -4.63979 3.73718 -1.69237 0.107
```

Output
HOMO level in eV: -14.84
Lowest unoccupied orbital energy in eV: -9.62
Energy above the lowest of the compared OMol25 structures with the same formula, charge and spin in kJ/mol: 48.3
Total energy in a.u.: -10545.97638
Frontier orbital gap in eV: 5.22
Total charge: +3

---

Record 2
Below is a structure of composition C22H57Cu2O21S6 at a distorted geometry, with properties calculated with the ωB97M-V functional and the def2-TZVPD basis.

XYZ file:
```
108
Properties=species:S:1:pos:R:3:mulliken_spin:R:1
Cu 0.70189 1.99945 -2.82380 0.274
Cu -2.47920 2.88874 -1.85742 0.340
C 0.25727 5.36194 -4.82959 0.034
C -0.97668 4.56223 -4.35207 -0.026
O -0.81558 3.63685 -3.25111 0.399
H 0.08539 6.03403 -5.67034 0.000
H 1.01347 4.63627 -5.12903 0.000
H 0.62722 5.93501 -3.97939 0.000
H -1.36711 4.08845 -5.25274 -0.003
H -1.84602 5.16683 -4.09358 0.018
O 1.63240 0.03073 -2.21361 0.712
C 0.77996 -0.53869 -1.19479 -0.068
C -0.51407 0.26925 -0.64373 0.106
O -0.88422 1.48169 -1.27656 0.192
H 1.34296 -0.81847 -0.30437 0.016
H 0.44465 -1.49625 -1.59322 -0.018
H -0.44080 0.40638 0.43512 0.003
H -1.32582 -0.45068 -0.74793 0.002
O -3.65547 -4.60257 -1.10314 0.000
S -2.21674 -4.77869 -1.01469 0.000
O -1.54644 -6.06946 -0.84230 0.000
O -1.57489 -4.01946 -2.35739 -0.001
C -2.41577 -3.24806 -3.19273 0.001
C -1.50556 -2.63453 -4.26454 0.001
C -1.61806 -3.66653 0.28082 0.000
H -2.86967 -2.43855 -2.62110 0.000
H -3.15323 -3.84866 -3.72519 0.000
H -2.04324 -2.19811 -5.10628 0.000
H -0.76321 -3.27152 -4.74542 0.000
H -0.87319 -1.87155 -3.81060 -0.002
H -2.07818 -2.68188 0.36374 -0.001
H -0.53454 -3.69904 0.16673 0.001
H -1.83002 -4.22770 1.19089 0.000
O 1.88486 -6.21459 -4.36580 0.000
S 2.61239 -5.26194 -3.52264 0.000
O 3.85539 -5.68441 -2.81151 0.000
O 3.09701 -3.99291 -4.50968 0.000
C 2.29276 -3.61011 -5.59624 0.000
C 2.93592 -2.39816 -6.21551 0.000
C 1.53981 -4.26775 -2.36369 0.002
H 1.27425 -3.42728 -5.25373 0.000
H 2.17257 -4.37187 -6.36656 0.000
H 2.59577 -2.22794 -7.23698 0.000
H 4.01210 -2.57076 -6.20383 0.000
H 2.67725 -1.50385 -5.64861 0.000
H 2.14194 -3.75512 -1.61354 0.000
H 0.73264 -4.87842 -1.95913 0.000
H 1.16941 -3.47199 -3.00997 -0.001
O -3.61687 2.47581 0.09883 0.010
S -3.57158 2.27576 1.54061 0.002
O -2.55210 2.98599 2.31180 0.000
O -5.04540 2.63134 2.17311 0.001
C -5.18709 2.61001 3.58481 0.000
C -6.63660 2.91712 4.05423 0.000
C -3.59260 0.45106 2.02046 0.000
H -4.58869 3.37154 4.08490 0.000
H -4.98917 1.61706 3.98850 0.000
H -6.79756 3.07694 5.12037 0.000
H -7.41137 2.22589 3.72253 0.000
H -6.91048 3.93004 3.75913 0.000
H -3.19718 0.36905 3.03290 0.000
H -2.92680 -0.08150 1.34136 -0.001
H -4.59628 0.09132 1.79395 0.000
O 5.78571 -3.67665 0.29095 0.000
S 4.72965 -2.70047 -0.10214 0.000
O 3.33901 -2.97245 0.24549 0.000
O 5.18719 -1.21376 0.51749 0.000
C 4.16353 -0.29147 0.76333 0.002
C 4.60061 0.85230 1.63805 0.000
C 4.95481 -2.36489 -1.87693 0.003
H 3.27668 -0.82089 1.11163 0.000
H 3.79783 0.16377 -0.15706 -0.004
H 3.90090 1.68806 1.63250 0.000
H 5.52681 1.30554 1.28471 0.000
H 4.65383 0.46601 2.65591 0.000
H 4.17938 -1.68042 -2.22092 -0.001
H 4.76722 -3.30821 -2.38982 0.000
H 5.96511 -1.99937 -2.06079 0.000
O -1.28479 -2.49085 7.31742 0.000
S -0.41401 -3.11917 6.32224 0.000
O -0.53107 -4.51849 5.85189 0.000
O -0.34289 -2.09601 4.95176 0.000
C 0.37405 -2.51731 3.81190 0.000
C 0.37755 -1.27021 2.92817 0.000
C 1.31001 -2.81731 6.93828 0.000
H -0.23139 -3.34042 3.43238 0.000
H 1.35679 -2.93285 4.03476 0.000
H 1.00601 -0.46981 3.31869 0.000
H -0.59433 -0.77940 2.97949 0.000
H 0.71755 -1.51527 1.92196 0.002
H 2.02547 -3.39804 6.35608 0.000
H 1.38425 -3.14979 7.97368 0.000
H 1.45918 -1.73760 6.94669 0.000
O -1.47452 4.22828 -0.31545 0.002
S -0.60881 5.04284 0.47898 -0.002
O 0.29325 6.00010 -0.18242 0.001
O -1.65918 5.90242 1.53023 0.000
C -1.35051 7.31302 1.89786 0.000
C -0.23602 7.36805 2.92475 0.000
C 0.32331 4.03694 1.75975 0.001
H -2.25708 7.66037 2.39344 0.000
H -1.17169 7.91552 1.00729 0.000
H 0.70646 7.07782 2.46043 0.000
H -0.46988 6.73917 3.78378 0.000
H -0.02914 8.39458 3.22731 0.000
H -0.37184 3.57868 2.46321 0.000
H 0.80216 4.77666 2.40133 0.000
H 1.13105 3.42322 1.36100 -0.001
```

Output
HOMO level (spin up / spin down) in eV: -12.86 / -12.55
Spin multiplicity: 3
Lowest unoccupied orbital energy (spin up / spin down) in eV: -3.88 / -6.74
Energy above the lowest of the compared OMol25 structures with the same formula, charge and spin in kJ/mol: 525.1
Total energy in a.u.: -8121.90998
Frontier orbital gap (spin up / spin down) in eV: 8.98 / 5.82
Total charge: +1

---

Record 3
Below is a cluster of 9 separate species, C27H72O9 in total at a distorted geometry, with properties calculated with the ωB97M-V functional and the def2-TZVPD basis.

XYZ file:
```
108
Properties=species:S:1:pos:R:3:lowdin_charge:R:1
C -1.77182 2.30389 -6.12717 -0.061
C -2.35099 0.94437 -5.74979 -0.490
C -1.63158 0.30818 -4.58524 -0.064
O -3.74186 1.09509 -5.39965 -0.059
H -2.18633 3.05689 -5.45640 0.082
H -2.12092 2.57851 -7.13093 0.077
H -0.68527 2.31025 -6.19131 0.081
H -2.32613 0.26656 -6.61144 0.130
H -0.68558 -0.11169 -4.93096 0.085
H -2.20175 -0.45383 -4.05666 0.082
H -1.39198 1.07901 -3.84630 0.062
H -4.11288 1.71544 -6.03482 0.078
C 1.06830 6.49603 -2.26354 -0.061
C -0.17182 5.67153 -2.54271 -0.471
C 0.03760 4.18929 -2.24785 -0.059
O -1.25860 6.15943 -1.71984 -0.069
H 1.32462 6.42824 -1.20338 0.079
H 0.85984 7.54559 -2.48486 0.081
H 1.92695 6.21102 -2.87111 0.081
H -0.58469 5.81553 -3.54089 0.134
H -0.14407 4.01010 -1.18615 0.076
H 1.03041 3.82098 -2.51855 0.077
H -0.66528 3.53910 -2.77496 0.063
H -0.89305 6.38697 -0.85914 0.076
C 1.61651 -1.61390 3.63824 -0.061
C 3.06482 -1.19200 3.43630 -0.480
C 3.65235 -1.76249 2.15303 -0.053
O 3.17236 0.22991 3.46008 -0.063
H 0.97307 -1.09829 2.92423 0.075
H 1.27263 -1.31993 4.63349 0.079
H 1.54131 -2.70203 3.58070 0.065
H 3.67639 -1.51562 4.28317 0.134
H 3.11646 -1.37726 1.28305 0.058
H 3.53380 -2.85128 2.14159 0.069
H 4.71882 -1.55575 2.07657 0.084
H 2.96480 0.57189 2.57395 0.040
C 1.19417 -5.66768 -0.70688 -0.056
C 0.42088 -4.58689 0.02521 -0.489
C -0.79474 -5.17283 0.73311 -0.042
O 1.26473 -3.86416 0.92404 -0.072
H 2.06026 -5.25704 -1.22971 0.077
H 0.59127 -6.16813 -1.46769 0.085
H 1.54439 -6.44811 -0.02449 0.083
H 0.10819 -3.85120 -0.72009 0.129
H -1.55505 -5.43995 -0.00278 0.087
H -1.27108 -4.42569 1.37039 0.059
H -0.50845 -6.03400 1.33716 0.084
H 1.57168 -4.46850 1.60765 0.096
C 2.84277 -1.89916 -3.01585 -0.046
C 3.59307 -0.91696 -2.13712 -0.466
C 4.78853 -0.30289 -2.84724 -0.045
O 2.74188 0.17892 -1.75511 -0.087
H 2.71464 -1.59424 -4.05415 0.080
H 1.84905 -2.08845 -2.59749 0.069
H 3.35645 -2.86499 -2.99812 0.083
H 3.90940 -1.44277 -1.22896 0.133
H 4.43132 0.02799 -3.82896 0.082
H 5.63159 -0.98094 -2.94641 0.081
H 5.11568 0.62969 -2.38344 0.072
H 1.89017 -0.22792 -1.54081 0.036
C -0.61261 0.35085 -1.19424 -0.048
C -0.29943 -0.34271 0.10637 -0.430
C -1.41390 -1.26641 0.57887 -0.036
O 0.89572 -1.13559 -0.12222 -0.087
H -0.62410 -0.33490 -2.03903 0.076
H 0.11742 1.13972 -1.39629 0.069
H -1.58868 0.84009 -1.12916 0.080
H -0.05270 0.34227 0.92242 0.138
H -1.84019 -1.77166 -0.29502 0.094
H -2.25145 -0.69274 0.98621 0.061
H -1.08192 -1.95812 1.35096 0.058
H 0.81311 -2.01028 0.27473 0.038
C -1.94232 -2.82352 4.10546 -0.065
C -2.47073 -3.82109 5.11678 -0.492
C -1.92042 -3.50810 6.50894 -0.059
O -3.90043 -3.82292 5.13262 -0.052
H -2.42884 -2.93780 3.13544 0.070
H -0.85783 -2.87072 4.00441 0.062
H -2.21151 -1.80854 4.42291 0.085
H -2.18581 -4.83541 4.83366 0.136
H -0.83962 -3.66896 6.51418 0.080
H -2.35534 -4.11815 7.29865 0.077
H -2.11671 -2.45855 6.74352 0.079
H -4.18229 -2.93526 5.37700 0.082
C -5.60623 2.29616 2.34821 -0.059
C -4.94805 1.13477 1.61854 -0.475
C -4.44979 1.52593 0.24425 -0.060
O -3.79095 0.69245 2.36401 -0.075
H -6.14395 2.97412 1.68693 0.079
H -4.89806 2.81728 2.98979 0.082
H -6.36112 1.92355 3.05529 0.075
H -5.62557 0.28457 1.50435 0.134
H -5.29096 1.59324 -0.45533 0.086
H -3.80973 0.77076 -0.21382 0.058
H -3.95600 2.49747 0.23580 0.087
H -4.11124 0.34861 3.20408 0.082
C 2.59396 3.54940 1.65625 -0.044
C 2.64883 2.64672 0.43059 -0.481
C 3.68854 3.15185 -0.56968 -0.049
O 2.98674 1.33072 0.85461 -0.077
H 1.90601 3.08378 2.36379 0.083
H 2.16716 4.51473 1.37797 0.073
H 3.58691 3.71082 2.07042 0.087
H 1.65082 2.65066 -0.02793 0.115
H 3.53470 4.20855 -0.79867 0.072
H 3.70462 2.58111 -1.49667 0.058
H 4.66549 3.04668 -0.08963 0.088
H 3.09117 0.80084 0.04665 0.060
```

Output
HOMO level in eV: -9.29
Lowest unoccupied orbital energy in eV: 0.48
Energy above the lowest of the compared OMol25 structures with the same formula, charge and spin in kJ/mol: 87.9
Total energy in a.u.: -1749.05463
Frontier orbital gap in eV: 9.78
SMILES string: CC(C)O.CC(C)O.CC(C)O.CC(C)O.CC(C)O.CC(C)O.CC(C)O.CC(C)O.CC(C)O

---

Which formula does entry 1 have? C36H49As2Ge2OSZr

---

Among the records above, which one has the highest total energy? C27H72O9

---

Which of these has the lowest total energy? C36H49As2Ge2OSZr